DFT (wB97M-V/def2-TZVPD) results for C4H7NO2 in the gas phase.

- SMILES: O=C[C@]1(CO)CN1
- LUMO energy: 0.755 eV
- Kohn-Sham gap: 10.9 eV
- Energy relative to the best compared isomer or geometry (same formula, charge and spin): 2.219 eV

```
! RIJCOSX wB97M-V def2-TZVPD def2/J DEFGRID3
* xyz 0 1
O 0.2109 -1.2590 -2.2531
C -0.5020 -0.9665 -1.3200
C -0.0452 -0.1337 -0.1686
C -0.5227 -0.5259 1.2203
O -0.0767 0.3899 2.1853
C 0.2211 1.2891 -0.5143
N 1.3132 0.3757 -0.2017
H -1.5668 -1.2750 -1.2912
H -0.1565 -1.5444 1.4349
H -1.6168 -0.5450 1.2637
H 0.8720 0.5057 2.0119
H 0.0113 2.0447 0.2372
H 0.0868 1.5909 -1.5511
H 1.7715 0.0534 -1.0534
*
```

Atom charges from the Löwdin analysis, given in e for atoms 1 to 4: O 0.0642; C -0.1880; C -0.4246; C -0.2088

***

DFT (wB97M-V/def2-TZVPD) results for a molecular structure, C5H4N2 at a distorted geometry.

- LUMO energy: 0.562 eV
- Kohn-Sham gap: 10.5 eV
- Energy relative to the best compared isomer or geometry (same formula, charge and spin): 4.428 eV

```
! RIJCOSX wB97M-V def2-TZVPD def2/J DEFGRID3
* xyz 0 1
C 2.3754 -1.0174 -0.2160
C 1.4332 -0.3039 0.0078
C 0.0889 0.1868 0.0722
C -1.0449 -0.3752 0.8300
N -2.1352 0.3069 0.5676
N -1.8172 1.3636 -0.2265
C -0.5441 1.3280 -0.5345
H 3.1864 -1.6666 -0.4457
H -1.0119 -1.1897 1.5377
H -0.3811 -0.8405 -0.3647
H -0.1007 2.0546 -1.2048
*
```

Atom charges from the Löwdin analysis, given in e for atoms 1 to 4: C 0.1353; C -0.0936; C -0.2914; C -0.1502

***

DFT (wB97M-V/def2-TZVPD) results for C6H10O in the gas phase at a distorted geometry.

- SMILES: C[C@H]1C[C@]12O[C@@H]2C
- LUMO energy: 1.077 eV
- Kohn-Sham gap: 10.3 eV
- Energy relative to the best compared isomer or geometry (same formula, charge and spin): 3.079 eV

```
! RIJCOSX wB97M-V def2-TZVPD def2/J DEFGRID3
* xyz 0 1
C -1.6086 -0.4484 -0.5290
C -0.8960 0.8618 -0.5708
C -0.5698 1.7655 0.6754
C 0.4960 1.0457 -0.0586
O 1.6530 1.2817 -0.7710
C 1.7188 0.3913 0.3374
C 1.8234 -1.0599 0.1627
H -1.1973 -1.0166 -1.3533
H -2.7259 -0.3839 -0.6429
H -1.3175 -0.9145 0.4243
H -1.2065 1.2697 -1.5141
H -0.4784 2.7672 0.5027
H -0.7951 1.2945 1.6361
H 2.2104 0.7346 1.3189
H 1.7311 -1.2625 -0.9803
H 1.0253 -1.4633 0.7953
H 2.9385 -1.3933 0.3759
*
```

Atom charges from the Löwdin analysis, given in e for atoms 1 to 4: C -0.0835; C -0.2271; C 0.0221; C -0.4400

***

DFT (wB97M-V/def2-TZVPD) results for C4H5ClN2 in the gas phase at a distorted geometry.

- SMILES: N#CC1(NCl)CC1
- LUMO energy: 0.563 eV
- Kohn-Sham gap: 10.4 eV
- Energy relative to the best compared isomer or geometry (same formula, charge and spin): 3.424 eV

```
! RIJCOSX wB97M-V def2-TZVPD def2/J DEFGRID3
* xyz 0 1
N -2.6944 0.7117 0.2539
C -1.5686 0.4896 0.2678
C -0.2164 0.1678 0.2182
N 0.5372 0.6623 1.4215
Cl 0.4975 2.3672 1.6668
C 0.4245 0.0013 -1.1413
C 0.0846 -1.2337 -0.2503
H 1.4146 0.1960 1.2693
H 1.4695 0.1273 -1.2030
H -0.0846 -0.0175 -2.2000
H -0.7406 -1.7039 -0.6097
H 0.8766 -1.7680 0.3067
*
```

Atom charges from the Löwdin analysis, given in e for atoms 1 to 4: N 0.1889; C -0.2198; C -0.5592; N -0.4088

***

DFT (wB97M-V/def2-TZVPD) results for 2 unconnected molecules or ions with the total composition CH4NO2 at a distorted geometry.

- LUMO energy (spin up / spin down): -8.551 / -8.741 eV
- Kohn-Sham gap (spin up / spin down): 8.4 / 9.1 eV
- Energy relative to the best compared isomer or geometry (same formula, charge and spin): 7.668 eV

```
! RIJCOSX wB97M-V def2-TZVPD def2/J DEFGRID3
* xyz 1 1
C -0.7151 -0.4116 -0.6268
N -0.1269 0.7763 -0.7213
O 0.7847 0.0332 1.6916
O 0.8283 1.2190 -0.2073
H -1.8083 -0.3729 -0.8289
H -0.4350 -0.7256 0.3856
H -0.1716 -1.0494 -1.3448
H 1.6439 0.5309 1.6518
*
```

Atom charges from the Löwdin analysis, given in e for atoms 1 to 4: C 0.0340; N 0.1184; O 0.0274; O 0.2858

***

DFT (wB97M-V/def2-TZVPD) results for C4H8N2O in the gas phase.

- SMILES: CNC1=N[C@@H]1CO
- LUMO energy: 0.649 eV
- Kohn-Sham gap: 9.8 eV
- Energy relative to the best compared isomer or geometry (same formula, charge and spin): 3.053 eV

```
! RIJCOSX wB97M-V def2-TZVPD def2/J DEFGRID3
* xyz 0 1
C -2.5884 0.2735 0.7060
N -1.1416 0.1914 0.8474
C -0.3758 -0.1115 -0.2156
N -0.4125 -0.7006 -1.3343
C 0.8480 0.0654 -0.9522
C 2.1294 -0.6510 -0.5969
O 3.0021 0.2111 0.1163
H -3.0919 -0.6381 1.0407
H -2.9454 1.1155 1.3053
H -2.8400 0.4572 -0.3440
H -0.7155 0.7871 1.5339
H 1.0134 1.0059 -1.4874
H 2.6748 -0.9356 -1.5014
H 1.9045 -1.5678 -0.0313
H 2.5388 0.4974 0.9136
*
```

Atom charges from the Löwdin analysis, given in e for atoms 1 to 4: C -0.0765; N 0.0038; C -0.4032; N 0.1882